<P>
Molecular formula: C2H4N4
Method: DFT, ωB97M-V/def2-TZVPD

Summary:
E_HOMO, Eh: -0.3548
SMILES: [H]/N=C(\N)N1C=N1
Kohn-Sham gap, eV: 10.66

Geometry as ORCA input:
```
! RIJCOSX wB97M-V def2-TZVPD def2/J DEFGRID3
* xyz 0 1
N -1.66 -0.26 0.14
C -0.37 0.18 -0.08
N 0.56 -0.88 0.23
C 1.88 -0.61 -0.17
N 1.82 -0.25 1.01
N 0.03 1.31 -0.51
H -2.35 0.45 0.36
H -1.72 -1.11 0.69
H 2.56 -0.74 -1.00
H -0.77 1.92 -0.67
*
```

The computed Löwdin charges, all in e, follow: N 0.118; C -0.561; N -0.005; C -0.214; N 0.196; N 0.120; H 0.095; H 0.086; H 0.121; H 0.044

---

<Q>
Molecular formula: C2H4N4
Method: DFT, ωB97M-V/def2-TZVPD

Summary:
E_HOMO, Eh: -0.3139
Kohn-Sham gap, eV: 8.67

Geometry as ORCA input:
```
! RIJCOSX wB97M-V def2-TZVPD def2/J DEFGRID3
* xyz 0 1
C 0.05 -0.34 -1.31
N -1.23 -0.26 -0.58
N -1.31 -0.27 0.66
C -0.20 -0.10 1.51
N 0.66 0.81 1.15
N 1.24 1.64 0.63
H 0.90 -0.74 -0.73
H 0.33 0.63 -1.74
H -0.17 -1.01 -2.14
H -0.27 -0.36 2.56
*
```

The computed Löwdin charges, all in e, follow: C -0.149; N -0.060; N -0.021; C -0.200; N -0.111; N 0.235; H 0.065; H 0.070; H 0.072; H 0.100

---

Relative energies, unit kcal/mol: <P> 0.0; <Q> 16.9